Entry 1:
{"formula": "C5H7BO3S", "method": "ωB97M-V with the def2-TZVPD basis set", "symbols": ["B", "C", "C", "C", "C", "C", "O", "O", "O", "S", "H", "H", "H", "H", "H", "H", "H"], "coordinates": [[1.6054, -0.4239, -0.3650], [-1.9738, 0.7780, 0.1400], [-2.1867, 0.1629, -1.0165], [-0.0452, -2.0486, 0.7664], [-0.5641, 0.6643, 0.6760], [0.1255, -0.6268, 0.2574], [-0.8343, -2.3618, 1.5841], [2.3399, -1.5198, -0.4091], [1.9552, 0.8310, -0.5636], [-0.9166, -0.7567, -1.7221], [-2.7187, 1.3509, 0.7527], [-2.8953, 0.3819, -1.6986], [0.7454, -2.7494, 0.2890], [-0.1322, 1.6171, 0.2558], [-0.4802, 0.6223, 1.7809], [3.1585, -1.8219, -0.9400], [2.7783, 1.1472, -0.8866]], "atomic_forces_ev_per_a": [[-1.6, 0.1, 1.1], [-0.8, -0.2, 1.5], [2.2, 0.4, 1.7], [1.4, 0.9, -1.6], [-0.4, -0.4, 0.9], [0.2, 0.6, -4.0], [-1.2, -0.8, 1.5], [3.4, -3.2, -1.7], [-0.4, 1.9, -0.2], [1.9, -0.8, 1.8], [0.7, -0.4, -1.1], [-2.9, 0.5, -1.7], [-1.4, 0.7, 0.7], [0.5, -1.3, 0.7], [-0.4, 0.6, -0.3], [-2.2, 1.5, 1.4], [1.0, -0.1, -0.4]], "lumo_ev": -0.087, "e_above_lowest_ev": 1.893, "smiles": "O=C[C@]1(B(O)O)CC=CS1", "homo_ev": -8.00, "energy_ev": -22952.75985, "gap_ev": 7.91}

Entry 2:
{"formula": "C3H2N2OS2", "method": "ωB97M-V with the def2-TZVPD basis set", "symbols": ["C", "C", "C", "H", "H", "N", "N", "O", "S", "S"], "coordinates": [[2.4610, 0.4451, 0.0039], [1.1338, 0.1160, 0.0201], [-1.2788, -0.1571, 0.0249], [4.2814, -0.0184, 0.0903], [2.7936, 1.5043, -0.0550], [-0.5043, -1.3420, 0.0068], [0.7277, -1.1958, 0.0009], [3.4144, -0.4759, -0.0275], [-0.2087, 1.2278, 0.0014], [-2.9070, -0.1239, -0.0116]], "atomic_forces_ev_per_a": [[-1.0, 0.8, -0.3], [1.6, 0.9, -0.1], [-0.4, 0.5, -0.3], [-0.9, -0.7, -0.2], [-0.4, -0.8, 0.2], [-0.8, -1.0, 0.0], [0.2, -0.2, 0.1], [1.3, 0.5, 0.3], [-0.2, 0.1, 0.1], [0.6, 0.0, 0.1]], "lumo_ev": -1.503, "e_above_lowest_ev": 1.614, "smiles": "O/C=C1\\N=NC(=S)S1", "homo_ev": -8.46, "energy_ev": -29839.18144, "gap_ev": 6.96}

Entry 3:
{"formula": "C4H13NOS", "method": "ωB97M-V with the def2-TZVPD basis set", "symbols": ["C", "C", "C", "C", "S", "N", "H", "H", "H", "H", "H", "H", "H", "H", "H", "H", "H", "H", "H", "O"], "coordinates": [[1.0542, -1.4520, -1.4222], [0.5191, -0.4187, -0.4236], [-0.1293, -1.1254, 0.7606], [-1.1572, -0.2762, 1.4861], [-2.8255, -0.3266, 0.8076], [1.5767, 0.4454, 0.1660], [1.6945, -2.2466, -1.0343], [0.1843, -1.8543, -1.9816], [1.5271, -1.0364, -2.3207], [-0.2378, 0.1969, -0.9281], [0.6264, -1.5722, 1.4210], [-0.6032, -2.0756, 0.4682], [-0.9827, 0.7947, 1.3783], [-1.3042, -0.4661, 2.5524], [-2.7378, 0.7338, -0.0090], [1.9841, 0.8756, -0.6593], [2.2365, -0.1498, 0.6474], [-0.3556, 2.5625, -0.2167], [-0.5277, 4.0140, 0.0040], [-0.5417, 3.3770, -0.6959]], "atomic_forces_ev_per_a": [[-1.2, 0.1, -1.6], [1.1, -0.6, 0.7], [-0.4, -1.8, -0.5], [-0.4, 1.3, 0.5], [-0.1, -0.6, 0.1], [-1.6, 0.1, -1.1], [-0.2, 0.1, 0.2], [0.2, -0.6, 0.8], [0.6, 0.6, 0.7], [0.3, 0.1, 0.0], [0.0, 0.8, 0.4], [-0.2, 0.3, -0.4], [0.8, 0.0, 0.2], [0.1, -0.4, -0.1], [0.0, 0.2, -0.3], [0.7, 0.2, 0.5], [0.4, 0.1, -0.2], [0.4, -0.1, -0.2], [0.0, 1.0, 0.5], [-0.2, -1.0, -0.3]], "lumo_ev": [-4.011, -9.196], "multiplicity": 2, "e_above_lowest_ev": 1.538, "charge": 1, "s_squared": 0.75, "homo_ev": [-13.44, -13.41], "energy_ev": -18722.12298, "gap_ev": [9.43, 4.21]}

Entry 4:
{"formula": "C13H31BBrNO4Ta", "method": "ωB97M-V with the def2-TZVPD basis set", "symbols": ["C", "C", "C", "Br", "Ta", "C", "C", "C", "C", "C", "C", "C", "C", "C", "O", "N", "O", "B", "O", "O", "C", "H", "H", "H", "H", "H", "H", "H", "H", "H", "H", "H", "H", "H", "H", "H", "H", "H", "H", "H", "H", "H", "H", "H", "H", "H", "H", "H", "H", "H", "H", "H"], "coordinates": [[1.5178, -0.2347, 3.0044], [0.9307, 1.1806, 2.9517], [0.8633, 1.7575, 1.5257], [0.6074, 3.6949, 1.8050], [-0.5171, 0.6274, 0.0338], [0.4653, -1.4046, -0.2997], [1.0292, -1.7370, -1.7002], [2.5501, -1.4851, -1.9481], [3.2797, -0.7362, -0.8276], [2.8076, -0.7747, -3.2869], [-1.8448, -0.1955, 1.6052], [-2.6865, -1.4962, 1.5378], [-1.9290, -2.7240, 2.0642], [-3.2756, -1.7744, 0.1518], [0.7135, 1.2638, -1.5085], [1.3826, 2.4323, -1.4084], [1.6380, 2.9231, -2.4571], [-1.8191, 2.6713, -0.2149], [-2.8036, 3.1255, 0.6583], [-1.6865, 3.5420, -1.2832], [-1.6398, 3.1868, -2.6453], [1.9812, -0.4269, 3.9763], [0.7591, -1.0050, 2.8447], [2.2852, -0.3795, 2.2384], [-0.0683, 1.1986, 3.3976], [1.5450, 1.8408, 3.5736], [1.8684, 1.7201, 1.0882], [-1.7744, 0.3983, -1.2691], [-0.3539, -2.1077, -0.0938], [1.2160, -1.6291, 0.4697], [0.8423, -2.7934, -1.9367], [0.4836, -1.1703, -2.4597], [3.0306, -2.4710, -2.0071], [2.8791, 0.2759, -0.7265], [3.2021, -1.2278, 0.1443], [4.3454, -0.6560, -1.0662], [3.0110, 0.2909, -3.1450], [3.6639, -1.2010, -3.8194], [1.9387, -0.8427, -3.9456], [-2.5515, 0.6372, 1.7570], [-1.2472, -0.2389, 2.5269], [-3.5539, -1.3449, 2.1946], [-2.4999, -3.2631, 2.8276], [-1.7032, -3.4536, 1.2796], [-0.9672, -2.4721, 2.5194], [-2.4800, -1.9388, -0.5794], [-3.9086, -2.6685, 0.1893], [-3.8776, -0.9399, -0.2147], [-2.7390, 2.7046, 1.5127], [-0.6124, 3.1385, -3.0126], [-2.1193, 2.2206, -2.8242], [-2.1783, 3.9619, -3.1981]], "atomic_forces_ev_per_a": [[-0.1, -0.1, 0.0], [0.2, -0.1, -0.1], [-0.6, 0.2, 0.3], [0.0, 0.2, -0.1], [0.6, -0.3, 0.6], [-0.4, -0.1, -0.8], [0.1, 0.0, -0.1], [0.1, -0.1, 0.2], [0.0, 0.1, -0.1], [0.0, 0.1, -0.1], [0.0, -0.3, 0.0], [-0.2, 0.2, 0.0], [0.2, -0.4, 0.1], [0.0, -0.1, 0.0], [0.2, 0.2, 0.1], [0.2, 0.0, 0.0], [0.0, -0.1, -0.1], [0.1, -0.4, -0.6], [0.2, 0.3, 0.0], [-0.4, 0.2, 0.0], [0.1, -0.1, 0.1], [-0.1, 0.0, 0.0], [0.1, 0.0, -0.1], [0.0, 0.1, 0.1], [0.1, 0.0, 0.0], [0.0, 0.0, -0.1], [-0.1, -0.1, -0.1], [0.0, 0.3, 0.3], [0.1, 0.0, 0.0], [-0.1, 0.2, 0.1], [0.0, 0.1, 0.0], [0.0, 0.0, 0.1], [-0.1, 0.0, 0.0], [0.1, -0.1, 0.0], [0.0, -0.1, -0.1], [-0.1, 0.0, 0.0], [-0.1, -0.1, 0.0], [0.0, 0.0, 0.1], [0.1, -0.1, 0.0], [0.1, 0.1, 0.0], [-0.1, 0.1, 0.0], [0.1, -0.1, 0.1], [0.0, 0.1, -0.1], [-0.1, 0.1, 0.0], [-0.1, 0.1, 0.0], [-0.1, 0.0, 0.0], [0.0, 0.0, 0.0], [0.0, 0.0, 0.1], [0.0, -0.2, 0.2], [-0.1, 0.0, 0.0], [0.0, 0.0, 0.0], [0.0, -0.1, 0.0]], "lumo_ev": 2.931, "e_above_lowest_ev": 0.000, "charge": -1, "homo_ev": -3.94, "energy_ev": -95932.21289, "gap_ev": 6.87}

Entry 5:
{"formula": "C22H33N3O", "method": "ωB97M-V with the def2-TZVPD basis set", "symbols": ["C", "H", "H", "H", "C", "N", "C", "C", "C", "C", "C", "C", "C", "C", "C", "H", "H", "H", "C", "H", "H", "H", "H", "C", "O", "N", "H", "C", "H", "H", "C", "H", "H", "C", "N", "C", "H", "C", "H", "C", "H", "C", "C", "H", "C", "H", "H", "H", "H", "H", "H", "H", "H", "H", "H", "H", "H", "H", "H"], "coordinates": [[5.2633, 1.9626, -3.0850], [5.5492, 2.8653, -3.6185], [5.1575, 2.1967, -2.0286], [6.0562, 1.2264, -3.1934], [3.9459, 1.4180, -3.6378], [3.5249, 0.2336, -2.9383], [2.8632, 0.2304, -1.7446], [2.3857, 1.2799, -0.9671], [1.7486, 0.9664, 0.2109], [1.5640, -0.3637, 0.6224], [2.0460, -1.4096, -0.1463], [2.7057, -1.1177, -1.3364], [3.3247, -1.9265, -2.3376], [3.8130, -1.0712, -3.2883], [4.5355, -1.3815, -4.5524], [3.9494, -1.0764, -5.4205], [4.7123, -2.4504, -4.6244], [5.4969, -0.8699, -4.5925], [3.3870, -3.4167, -2.3090], [4.1340, -3.7950, -3.0021], [2.4214, -3.8475, -2.5780], [3.6410, -3.7603, -1.3076], [1.9511, -2.4359, 0.1783], [0.8702, -0.5804, 1.9214], [0.9355, 0.2121, 2.8434], [0.1618, -1.7373, 2.0038], [0.0198, -2.2805, 1.1676], [-0.6565, -2.0615, 3.1480], [-0.3059, -1.4278, 3.9658], [-0.4951, -3.1119, 3.4128], [-2.1434, -1.8086, 2.8911], [-2.4738, -2.4005, 2.0343], [-2.7172, -2.1319, 3.7599], [-2.4241, -0.3217, 2.6424], [-3.8454, -0.0786, 2.5238], [-4.4312, -0.4316, 1.2445], [-3.6654, -0.9445, 0.6560], [-5.0071, 0.7062, 0.3891], [-5.9567, 1.0443, 0.8082], [-4.0773, 1.9099, 0.2291], [-3.0389, 1.5757, 0.1818], [-4.2410, 2.9305, 1.3532], [-3.7100, 2.4456, 2.6982], [-2.6262, 2.3302, 2.6388], [-4.3247, 1.1171, 3.1741], [-4.1061, 1.0057, 4.2427], [-5.4109, 1.1498, 3.0652], [-3.9181, 3.2090, 3.4518], [-3.7114, 3.8474, 1.0808], [-5.3010, 3.1813, 1.4503], [-4.3052, 2.4060, -0.7182], [-5.2258, 0.2804, -0.5938], [-5.2424, -1.1543, 1.4229], [-1.8626, 0.0075, 1.7535], [-2.0429, 0.2396, 3.4970], [1.3748, 1.7466, 0.8563], [2.5130, 2.3097, -1.2658], [4.0529, 1.1850, -4.6995], [3.1622, 2.1743, -3.5337]], "atomic_forces_ev_per_a": [[-0.2, 0.0, -0.1], [0.1, 0.1, 0.0], [0.0, 0.0, 0.1], [0.1, -0.1, 0.0], [0.3, 0.3, 0.0], [-0.2, -0.1, 0.0], [-0.2, -0.4, 0.4], [0.0, 0.1, -0.1], [-0.1, 0.0, 0.1], [0.2, 0.1, -0.1], [0.0, 0.2, 0.0], [0.1, 0.4, -0.2], [0.2, 0.0, -0.2], [0.0, -0.4, 0.1], [-0.1, 0.1, 0.1], [0.0, 0.0, -0.1], [0.0, 0.0, 0.0], [0.1, 0.0, -0.1], [-0.1, 0.2, -0.1], [0.0, -0.1, 0.0], [0.0, -0.1, 0.0], [0.0, -0.1, 0.0], [0.0, -0.1, 0.1], [0.0, -0.3, -0.1], [0.0, 0.3, 0.1], [0.0, -0.2, -0.1], [0.1, 0.1, 0.0], [-0.2, -0.1, 0.2], [0.0, -0.2, 0.0], [0.0, 0.1, 0.1], [0.4, 0.3, 0.0], [-0.1, -0.1, 0.0], [-0.1, 0.0, 0.0], [-0.1, -0.4, 0.1], [0.1, 0.1, -0.1], [-0.4, -0.1, 0.0], [0.0, 0.0, 0.0], [0.3, -0.1, 0.0], [-0.1, 0.0, 0.0], [-0.3, 0.1, 0.0], [0.1, 0.0, -0.1], [0.3, -0.1, 0.0], [-0.3, -0.1, -0.1], [0.1, 0.0, 0.1], [0.2, 0.2, 0.2], [-0.1, 0.1, 0.0], [-0.1, 0.0, 0.1], [0.1, 0.0, 0.1], [-0.1, 0.1, 0.0], [0.0, 0.1, 0.0], [0.1, 0.0, 0.0], [-0.1, 0.0, 0.0], [0.1, 0.0, -0.2], [0.0, 0.1, 0.1], [0.1, 0.1, 0.0], [0.0, 0.1, 0.1], [0.0, 0.1, 0.0], [-0.1, 0.0, 0.1], [0.0, -0.1, -0.1]], "lumo_ev": 0.718, "e_above_lowest_ev": 0.899, "smiles": "CCn1c(C)c(C)c2cc(C(=O)NCCCN3CCCCCC3)ccc21", "homo_ev": -7.69, "energy_ev": -29868.61237, "gap_ev": 8.40}

Entry 6:
{"formula": "CH6S3", "method": "ωB97M-V with the def2-TZVPD basis set", "symbols": ["S", "S", "H", "H", "C", "S", "H", "H", "H", "H"], "coordinates": [[0.5622, -1.3173, -1.2034], [2.0694, -0.0562, -1.8082], [-0.6493, -0.7494, -1.2804], [2.0998, 0.7513, -0.6449], [-2.6332, 1.4027, 2.2942], [-1.1814, 0.4932, 1.6707], [-2.4476, 2.4677, 2.2744], [-3.4371, 1.0261, 1.6326], [-2.7692, 1.1342, 3.3470], [-0.2001, 1.0387, 2.3602]], "atomic_forces_ev_per_a": [[0.4, -1.2, 0.4], [-0.7, 1.2, 1.3], [0.2, 0.8, -0.4], [0.1, -0.9, -1.3], [0.6, -0.7, 0.4], [-0.4, -0.4, -0.7], [-0.3, 0.2, -0.5], [0.2, 0.6, 0.6], [-0.4, -0.1, -0.3], [0.3, 0.4, 0.5]], "lumo_ev": 0.400, "e_above_lowest_ev": 0.509, "smiles": "CS.SS", "homo_ev": -9.14, "energy_ev": -33639.38590, "gap_ev": 9.54}